The following is a quantum chemistry calculation of the molecule C2H4N2S2 at a distorted geometry, from OMol25.

Computed properties:
E_HOMO = -9.223 eV
ΔE to the lowest compared entry with this formula, charge and spin = 103.89 kJ/mol
2S+1 = 1
molar mass = 120.202 g mol⁻¹
SMILES = [H]/N=C(/N)C(=S)S
frontier orbital gap = 8.32 eV

Last columns: bonded neighbours and bond lengths (Å).
CARTESIAN COORDINATES (ANGSTROEM)
1 H -0.413 -2.153 -0.692  N2 1.004
2 N -1.117 -1.497 -0.407  H1 1.004, C3 1.272
3 C -0.590 -0.389 -0.069  N2 1.272, N4 1.344, C5 1.524
4 N -1.373 0.645 0.283  C3 1.344, H8 1.058, H9 0.979
5 C 0.915 -0.149 -0.062  C3 1.524, S6 1.604, S7 1.766
6 S 2.023 -1.290 0.141  C5 1.604
7 S 1.246 1.580 -0.208  C5 1.766, H10 1.381
8 H -0.981 1.393 0.920  N4 1.058
9 H -2.327 0.441 0.368  N4 0.979
10 H 2.616 1.418 -0.273  S7 1.381

Atomic partial charges in e from the Löwdin method, atoms 1 to 2: number 1, H, carries 0.01; number 2, N, carries 0.13